Record 1
The following is a DFT calculation (wB97M-V/def2-TZVPD) of a structure of composition C26H43CdN5Si.

```
76
Properties=species:S:1:pos:R:3:forces:R:3:mulliken_charge:R:1
Cd 0.424264 0.246807 -1.152507 0.4 0.6 1.1 -0.4128
C 1.924964 2.014607 -0.382207 -0.1 0.1 -0.4 -0.8955
C 2.531764 0.788907 0.088693 0.2 -0.3 -0.5 -0.8050
C 1.893364 0.483207 1.329393 -0.1 -0.3 0.2 0.4718
C 0.934064 1.489107 1.557793 0.1 0.2 0.2 -0.3515
C 0.954164 2.436607 0.536293 -0.3 0.2 -0.2 0.3883
C 0.134864 3.705007 0.454193 -0.2 0.1 -0.1 1.7554
C 0.051564 4.200407 -0.994607 0.0 -0.2 0.2 -1.7775
C -1.296036 3.455507 0.947093 0.2 0.0 -0.1 -1.5407
C 0.793164 4.785107 1.324593 -0.1 -0.2 -0.1 -1.8276
C 2.016464 -0.704093 2.286893 -0.1 -0.3 0.1 2.3783
C 3.444564 -0.942493 2.796793 -0.2 0.0 -0.2 -1.9890
C 1.462764 -1.979293 1.624693 0.1 0.2 0.1 -1.3130
C 1.167864 -0.474893 3.548793 0.1 0.0 -0.2 -2.1525
C 3.817364 0.306907 -0.588707 0.2 -0.2 -0.2 2.1667
C 3.906864 -1.214793 -0.770707 -0.1 0.2 0.1 -1.6369
C 5.026164 0.822907 0.209593 -0.2 -0.1 -0.1 -1.6345
C 3.947764 0.883007 -2.012207 -0.2 -0.1 0.1 -1.9423
H 2.326664 2.637407 -1.164907 -0.1 -0.1 -0.1 0.2374
H 0.324964 1.582507 2.439293 -0.2 -0.2 0.0 0.7535
H -0.343236 3.409407 -1.640907 0.0 0.1 0.0 0.2576
H 1.029764 4.502607 -1.360407 0.1 0.0 -0.1 0.3423
H -0.610436 5.062607 -1.058307 -0.1 0.1 0.0 0.4360
H -1.770536 2.683807 0.338593 -0.1 0.0 0.0 0.1048
H -1.882836 4.370507 0.876793 -0.1 0.1 0.0 0.5179
H -1.297336 3.135407 1.985293 -0.1 -0.1 0.2 0.2764
H 1.808664 4.973707 0.983693 0.1 0.1 0.0 0.3674
H 0.838964 4.454907 2.359493 0.0 0.0 0.1 0.3357
H 0.230864 5.716507 1.279293 -0.1 0.1 0.0 0.4650
H 4.115164 -1.287593 2.019193 0.1 0.0 -0.1 0.2878
H 3.437664 -1.698693 3.581593 0.0 -0.1 0.0 0.4865
H 3.840164 -0.020793 3.217093 0.1 0.1 0.1 0.3759
H 2.006664 -2.234193 0.719593 0.0 0.0 -0.1 0.0193
H 0.411164 -1.825593 1.370193 0.0 -0.1 0.0 -0.2200
H 1.529964 -2.824893 2.309093 0.0 -0.1 0.1 0.6081
H 1.485464 0.426007 4.066493 0.0 0.1 0.1 0.4396
H 1.292064 -1.318193 4.227393 0.0 -0.1 0.0 0.4724
H 0.111964 -0.393193 3.306993 -0.2 0.0 0.0 0.2635
H 3.934564 -1.744593 0.173093 -0.1 -0.1 0.0 0.2080
H 4.816464 -1.470093 -1.314507 0.1 0.0 0.0 0.5345
H 3.050764 -1.572593 -1.355707 0.1 0.0 0.1 0.2190
H 5.033364 0.424507 1.216493 0.1 -0.1 0.1 0.2140
H 4.976664 1.906607 0.283493 0.0 0.2 0.0 0.3554
H 5.958364 0.547807 -0.282207 0.1 0.0 -0.1 0.4645
H 3.056264 0.665007 -2.612707 0.1 0.1 0.0 0.2441
H 4.806164 0.430707 -2.507707 0.0 0.0 0.0 0.4685
H 4.111564 1.956407 -1.999907 0.0 0.1 -0.1 0.3824
N -5.158136 0.188807 -1.491107 -0.4 -0.4 -0.5 -0.1436
C -4.093636 1.034407 -1.558407 0.4 0.5 -0.1 -0.2603
N -2.868836 0.757807 -1.408007 0.2 -0.3 0.0 0.0644
C -4.167336 -1.807593 -1.778907 -0.4 0.2 -0.7 -0.8072
N -4.891136 -1.088993 -1.016607 -0.1 -0.2 0.9 -0.3624
C -3.353736 -2.895893 -1.138007 -0.2 -0.5 0.5 2.4850
C -3.276236 -4.126293 -2.024207 0.1 0.2 0.0 -0.6917
N -2.213736 -4.745193 -2.319507 -0.7 -0.4 -0.3 -0.5831
C -1.018536 -4.218393 -1.884807 0.7 0.5 0.4 -0.8503
C -0.946536 -2.990893 -1.328107 0.6 -0.5 -0.2 0.1311
N -2.038736 -2.230193 -1.041307 -0.4 0.8 -0.2 0.9019
H -6.070036 0.550107 -1.250907 0.2 0.0 0.0 0.2882
H -4.381336 2.053007 -1.815407 -0.2 0.1 0.1 0.4656
H -4.217636 -4.499093 -2.405207 -0.3 -0.1 -0.1 0.4872
H -0.144336 -4.809993 -2.093907 0.2 0.1 0.1 0.4070
H 0.016564 -2.538693 -1.108607 -0.1 -0.1 0.0 0.0016
C -2.377936 -0.346593 1.241193 0.3 0.2 -0.7 -1.3291
Si -1.925736 -0.465093 -0.622407 0.0 -0.2 0.7 0.6354
C -3.900436 -1.564793 -3.232907 -0.1 0.2 0.0 -1.4662
C -3.872136 -3.315593 0.241693 0.2 0.0 -0.2 -1.6889
H -3.450936 -0.253193 1.390393 -0.2 -0.1 -0.1 0.6500
H -1.915336 0.537407 1.665793 0.1 0.2 0.1 0.2770
H -2.026336 -1.209393 1.798893 0.1 -0.2 0.0 0.3624
H -4.058736 -2.494893 -3.780907 0.1 0.0 0.0 0.4999
H -2.868536 -1.252693 -3.394407 0.0 -0.1 0.0 0.2555
H -4.557936 -0.794193 -3.627407 0.0 0.0 0.0 0.4286
H -4.845836 -3.785393 0.144993 -0.2 -0.1 0.0 0.4065
H -3.963136 -2.455693 0.895193 -0.1 0.0 0.1 0.2353
H -3.179536 -4.031293 0.683093 0.1 0.0 0.0 0.4011
```
Positions in Å, forces in eV/Å.

## Properties
charge	0

Record 2
The following is a DFT calculation (wB97M-V/def2-TZVPD) of a cluster of 7 separate species, C26H43Cl18N3O2PS in total.

```
94
Properties=species:S:1:pos:R:3:forces:R:3:mulliken_charge:R:1
C 5.450958 0.688478 -0.198259 -0.6 0.2 -0.5 -1.2832
C 4.168655 1.051176 -0.434957 0.3 -0.6 0.5 -0.4603
C 3.147548 0.659066 0.620084 -1.4 -0.6 -2.0 -1.3478
C 2.097225 -0.324709 0.054277 0.0 -1.1 0.8 -0.9004
C 1.235074 0.170596 -1.160441 2.3 -0.3 1.6 -0.6209
C 1.066736 1.664068 -1.366007 0.0 0.2 -1.2 -1.7038
C 0.912305 2.063946 -2.866020 -0.9 0.9 1.0 0.6697
C -0.589744 1.918254 -3.254962 0.7 -0.3 -0.4 -1.1296
C 1.284151 3.565527 -2.889491 -0.2 -0.5 0.5 -1.6289
N -0.064591 -0.500366 -0.870163 -0.8 1.4 -2.2 0.0834
C -0.130392 -1.521892 0.237894 1.9 0.8 5.3 -0.7911
N -0.034856 -2.931476 -0.090585 0.0 1.6 0.6 -0.4893
C -0.425034 -3.226485 -1.180235 -0.3 -1.4 -1.9 0.5071
S -0.847240 -3.671155 -2.604904 -0.3 0.0 -0.2 -0.2891
N -1.235530 -1.070263 1.025887 -0.7 -0.7 -2.8 -0.0653
C -2.422650 -1.507108 0.751124 -0.4 0.0 0.4 0.6263
C -3.408838 -0.654635 -0.023494 -0.6 -0.7 1.1 -1.3176
C -2.916169 -2.852579 1.181391 0.6 -0.1 -0.7 0.6316
C 1.161466 -1.098897 1.109354 1.1 2.0 -1.9 1.9454
C 2.082003 -2.212358 1.646862 -0.4 0.5 1.4 -1.4622
C 1.738471 -2.856242 3.007873 -0.2 -0.8 -0.7 -0.6400
C 0.404493 -3.610140 3.097683 0.4 -0.2 1.2 -1.0133
O -0.654983 -2.758958 3.507266 0.0 -0.1 -0.4 -0.0225
C -1.022034 -2.934023 4.860066 -0.4 0.5 0.0 -0.8640
P 0.520876 0.112439 2.394899 -1.4 -0.8 2.0 0.0610
C 1.906498 0.527870 3.568633 0.8 0.0 -1.1 -1.3592
O 0.217534 1.566208 1.596451 0.8 -0.4 -0.2 -0.4976
H 5.612889 -0.373000 -0.022292 0.3 0.3 1.8 0.1870
H 6.241958 1.428181 -0.121251 0.5 -0.6 -1.8 0.5465
H 3.889094 1.562920 -1.351280 0.0 1.5 0.8 0.3527
H 3.648362 0.287853 1.507338 0.0 -0.2 -0.1 0.7979
H 2.621838 1.577754 0.899212 0.2 0.1 0.1 0.3106
H 2.709149 -1.162208 -0.305374 -0.1 0.2 -0.5 0.9565
H 1.810751 -0.213419 -2.001679 -0.9 -0.4 -0.4 0.6900
H 0.193569 2.083110 -0.862666 0.1 -0.2 0.3 0.5199
H 1.913228 2.236318 -0.995240 0.2 -0.4 0.3 0.8438
H 1.592735 1.497255 -3.501977 -0.1 -0.1 0.0 0.8070
H -1.200130 1.627099 -2.396614 -0.1 0.1 -0.1 0.2648
H -0.766217 1.204088 -4.061496 0.0 0.0 0.0 0.2691
H -0.949346 2.884720 -3.600897 -0.2 -0.1 0.0 0.0411
H 0.780666 4.116855 -3.679214 0.4 0.0 -0.3 0.4549
H 0.914242 3.968936 -1.940146 0.0 0.3 -0.2 0.4911
H 2.366603 3.696146 -2.867761 -0.1 0.1 -0.4 0.2024
H -0.600365 0.272921 -0.447816 -0.1 -0.3 0.3 0.7932
H -0.575151 -0.641245 -1.752056 0.0 -0.8 0.2 0.8522
H -3.153664 -0.779096 -1.083327 0.1 0.3 0.0 0.2798
H -4.401896 -1.102633 0.093945 0.2 0.5 -0.2 0.0596
H -3.436433 0.384601 0.298285 0.2 0.1 -0.2 0.2669
H -3.235363 -2.763669 2.222767 -0.2 0.1 0.0 0.3401
H -3.722555 -3.196998 0.538783 0.3 0.2 0.5 -1.2565
H -2.110495 -3.584865 1.186854 0.1 0.0 0.1 0.2209
H 3.054975 -1.733302 1.788376 0.0 0.0 0.0 0.5067
H 2.262800 -2.991491 0.906946 -0.3 0.0 -0.2 0.5352
H 1.789783 -2.166483 3.848780 -0.1 0.2 -0.1 0.1249
H 2.516238 -3.605387 3.188441 0.1 0.1 0.0 0.4778
H 0.164643 -4.179224 2.198031 -0.1 0.3 -0.2 0.2324
H 0.528832 -4.357683 3.890548 0.0 -0.1 -0.2 0.7622
H -1.536616 -2.021906 5.169642 0.0 0.0 -0.1 0.1407
H -0.164057 -3.041268 5.529536 0.0 -0.2 -0.1 0.4434
H -1.730892 -3.762075 4.962152 0.2 -0.1 0.2 0.2498
H 2.685719 -0.236726 3.606594 -0.1 0.0 -0.1 0.3985
H 1.537435 0.637818 4.583482 -0.3 0.1 -0.1 0.4212
H 2.397960 1.441163 3.223727 0.0 0.1 0.3 0.3602
H -0.415490 2.030824 2.160865 0.0 -0.1 -0.2 0.3633
C -3.928128 3.628847 -4.393321 0.1 0.0 0.0 -0.0464
Cl -3.261155 2.367641 -5.433056 -0.1 0.0 -0.1 -0.1037
Cl -4.105675 3.042338 -2.734071 -0.1 0.0 0.0 -0.0967
Cl -2.916742 5.073031 -4.437488 0.0 0.0 0.0 -0.1213
H -4.910364 3.890125 -4.764936 0.0 0.0 0.0 0.3729
C 7.049106 2.980006 2.122721 0.0 0.0 -0.1 -0.1826
Cl 6.600996 4.349509 1.103719 0.0 0.0 0.1 -0.0569
Cl 5.631417 1.990810 2.493261 0.1 0.2 0.5 0.0087
Cl 8.298206 2.006993 1.346123 0.1 0.1 0.1 -0.1148
H 7.446208 3.365159 3.052865 0.0 0.0 0.0 0.4127
C -6.156439 -3.979912 -0.689617 -0.1 0.0 0.2 -0.0661
Cl -5.544154 -4.686882 0.805231 -0.4 -0.3 0.0 -0.1019
Cl -7.390760 -2.770353 -0.349832 0.0 0.0 -0.1 -0.1001
Cl -4.832741 -3.266130 -1.626483 -0.1 -0.2 -0.4 -0.0962
H -6.602917 -4.768349 -1.281700 0.0 0.0 0.0 0.4048
C -4.089734 -3.561752 -5.356429 0.0 0.0 -0.2 0.2187
Cl -5.115686 -3.977906 -6.724407 0.0 0.0 0.1 -0.1186
Cl -2.455327 -4.196858 -5.581445 0.0 -0.1 0.0 -0.1284
Cl -4.035542 -1.810329 -5.123435 0.0 0.0 0.1 -0.0832
H -4.509606 -4.011743 -4.465931 0.0 0.0 0.0 0.0859
C -5.605597 -0.066289 3.699677 0.1 0.1 0.0 -0.1964
Cl -3.950355 -0.340112 4.256819 0.0 0.0 0.0 -0.0711
Cl -5.901383 1.652081 3.444753 0.0 -0.1 0.0 -0.1194
Cl -5.907874 -0.977536 2.217424 -0.2 0.0 0.2 -0.0013
H -6.287012 -0.420502 4.462358 0.0 0.0 0.0 0.3982
C 5.202072 6.570385 -1.695253 0.1 0.1 0.0 0.1741
Cl 5.002707 7.609608 -0.284822 0.0 0.0 0.0 -0.1145
Cl 3.712519 5.681327 -2.025084 0.1 0.1 0.0 -0.1277
Cl 5.714665 7.500115 -3.102208 0.0 -0.1 0.1 -0.1205
H 5.972596 5.844455 -1.468886 0.0 0.0 0.0 0.1456
```
Positions in Å, forces in eV/Å.

## Properties
charge	+1

Record 3
The following is a DFT calculation (wB97M-V/def2-TZVPD) of a structure of composition C26H43Cl2N4O6PS2SeSn.

```
86
Properties=species:S:1:pos:R:3:forces:R:3:mulliken_charge:R:1
Sn 0.078863 0.756715 1.601484 0.2 -0.8 -0.2 0.7967
O 4.282563 1.166215 3.280484 0.6 0.1 0.1 -0.6607
C 2.972263 0.703515 3.246284 0.1 -0.5 0.3 0.4733
O 2.396963 0.831715 2.123384 -0.4 0.0 -1.1 -0.4356
C 2.920363 -0.689685 3.869384 0.4 0.1 -0.1 -0.8727
O 1.584063 -1.055285 4.080384 0.0 -0.2 0.0 -0.2618
C 0.996963 -0.273385 5.083284 -0.1 -0.1 0.3 0.0181
C 1.368063 1.204015 5.081984 -0.4 -0.1 0.2 0.6556
O 0.815763 1.948215 5.874184 0.0 0.0 0.3 -0.8233
O 2.303363 1.629315 4.296684 0.1 0.3 0.0 -0.3767
H 4.275363 1.931215 2.688284 0.0 -0.1 -0.1 0.3611
H 3.498963 -0.696885 4.803584 0.0 -0.1 0.0 0.3737
H 3.337563 -1.395785 3.152384 0.1 0.0 0.0 0.3378
H 1.283163 -0.655285 6.082284 0.0 0.1 -0.1 0.3594
H -0.084737 -0.377385 4.977184 0.1 0.2 0.0 -0.2386
Cl -2.062937 2.417315 3.636584 -0.1 0.4 0.4 -0.0210
C -1.791037 3.228915 5.191584 0.5 -0.1 -0.4 -0.0687
Cl -3.206337 3.103715 6.228784 -0.6 0.0 0.5 -0.2469
H -1.612037 4.288115 5.009784 0.0 -0.2 0.0 0.3325
H -0.950537 2.751515 5.700784 -0.2 0.2 -0.2 0.0406
S -2.031237 -1.751185 3.670584 0.5 -0.2 0.6 -0.4649
C -3.088937 -1.863585 2.436384 -0.5 -0.4 -0.2 0.4303
N -3.412637 -0.937985 1.564384 0.3 0.1 -0.2 0.1852
C -4.502937 -1.198885 0.666884 -0.4 0.0 -0.1 -0.4919
C -4.647137 -2.711285 0.541684 0.1 -0.3 0.2 -0.4724
S -4.045137 -3.365785 2.132484 0.1 0.4 0.0 -0.2026
H -2.887837 -0.005285 1.440384 -0.3 -0.5 0.3 -0.0210
H -4.301337 -0.729785 -0.297616 -0.1 0.0 0.0 0.1034
H -5.422837 -0.766485 1.089184 0.0 0.0 -0.2 0.4094
H -4.021237 -3.125385 -0.249416 0.0 0.1 -0.1 0.1332
H -5.679637 -3.021385 0.396184 0.0 0.0 -0.1 0.4332
Se 1.282163 3.111815 0.699484 0.3 0.6 -0.3 -0.2198
C 0.617063 4.346615 -0.595116 -0.1 -0.3 0.2 0.1798
C -0.655737 4.258715 -1.159716 0.1 -0.1 0.0 0.0381
C -1.041437 5.185715 -2.105916 -0.2 0.0 -0.1 -0.2521
N -0.278637 6.187615 -2.534516 -0.1 0.3 -0.3 -0.7090
C 0.932663 6.274415 -1.992116 0.1 0.2 -0.1 -0.3291
C 1.420563 5.403815 -1.043416 0.0 -0.2 0.2 -0.5977
H -1.320637 3.462815 -0.861216 -0.1 0.0 0.0 0.0062
H -2.023537 5.128715 -2.566516 0.0 -0.1 0.1 0.4039
H 1.542663 7.097515 -2.358016 0.1 0.0 0.1 0.3312
H 2.418663 5.513615 -0.642016 0.1 0.1 0.0 0.3447
C -2.041837 -0.471285 -2.159716 -0.1 0.0 0.1 -1.9367
C -0.638137 -0.510185 -2.767016 0.2 -0.1 0.3 2.6724
C -0.218837 0.947115 -2.936116 0.1 0.1 0.1 -1.9886
C -0.685137 -1.178785 -4.139816 0.1 0.0 0.2 -2.1160
P 0.538363 -1.215985 -1.376116 0.2 -0.5 -1.2 -0.0445
N 0.175463 -0.651285 -0.005216 0.1 0.5 0.5 -0.0461
C 0.290363 -3.157385 -1.381316 0.0 0.4 0.1 2.3556
C 0.863163 -3.674685 -0.061516 0.1 0.1 0.1 -1.8185
C 0.850763 -3.950385 -2.561616 0.0 0.3 0.1 -1.9166
C -1.217037 -3.396085 -1.303516 0.0 0.1 -0.1 -2.1036
C 2.370563 -0.885285 -1.932716 -0.3 0.0 0.2 2.7765
C 2.712263 0.524815 -1.461116 -0.2 0.1 0.1 -1.8591
C 2.713663 -1.044285 -3.412616 -0.2 0.0 0.1 -2.1136
C 3.258863 -1.802585 -1.095816 -0.1 -0.1 0.0 -2.0522
H -2.609437 0.365815 -2.565816 0.0 0.1 -0.1 0.7446
H -1.943337 -0.316785 -1.086816 -0.2 0.0 0.1 0.2015
H -2.613237 -1.378885 -2.344516 0.0 -0.1 0.0 0.2034
H -0.988737 1.506415 -3.473216 -0.1 0.0 0.0 0.6849
H 0.710663 1.055315 -3.488616 0.1 0.0 0.0 0.2507
H -0.106837 1.396615 -1.951716 0.1 0.3 0.1 0.1611
H -1.324637 -0.578285 -4.793616 0.0 0.0 0.0 0.5173
H -1.109037 -2.179785 -4.093016 0.0 -0.1 0.0 0.3348
H 0.298663 -1.238285 -4.597116 0.1 0.0 -0.1 0.2378
H 1.930263 -3.870985 -0.115216 0.1 0.0 0.0 0.3123
H 0.369863 -4.604885 0.232384 0.0 -0.1 -0.1 0.5223
H 0.677163 -2.927985 0.711284 0.0 -0.1 0.2 0.3145
H 1.937863 -3.930885 -2.585716 0.1 0.0 0.0 0.2780
H 0.479663 -3.568685 -3.510316 0.0 0.0 -0.1 0.2860
H 0.536563 -4.995185 -2.470216 0.0 0.0 0.0 0.5045
H -1.637237 -2.725485 -0.558416 -0.2 0.0 0.1 0.1620
H -1.422937 -4.427085 -1.000716 0.1 0.0 0.0 0.7409
H -1.706137 -3.232585 -2.261316 -0.1 0.1 -0.1 0.2266
H 2.127663 1.296615 -1.950516 0.0 0.1 0.0 0.3030
H 3.767363 0.739115 -1.645016 0.1 -0.1 -0.1 0.5368
H 2.534663 0.595815 -0.390416 0.1 0.2 0.0 0.2548
H 2.245163 -0.270285 -4.015516 0.0 0.0 -0.1 0.3166
H 2.418863 -2.014885 -3.804616 0.0 -0.1 -0.1 0.2440
H 3.795363 -0.947285 -3.536816 0.1 0.0 0.0 0.5376
H 2.898263 -1.783585 -0.070216 0.1 -0.1 0.2 0.2492
H 4.284563 -1.428285 -1.097616 0.1 0.1 -0.1 0.6282
H 3.282163 -2.824485 -1.466816 0.0 -0.1 0.0 0.3081
O -3.733437 2.284115 -0.722416 -0.8 0.7 -1.1 -0.7600
C -3.005237 1.826315 0.088584 -0.1 -0.1 0.2 0.6905
N -2.326537 1.333615 0.917484 0.8 0.1 0.4 -0.7820
```
Positions in Å, forces in eV/Å.

## Properties
relative energy (zero: lowest compared OMol25 entry of this formula, charge and spin)	133.38	kJ/mol
charge	-2

| no. | gap between HOMO and LUMO (Eh) |
| --- | --- |
| 1 | 0.2686 |
| 2 | 0.2679 |
| 3 | 0.2096 |